# 1
Entry from OMol25: a cluster of 2 separate species, C3H7NO3 in total (ωB97M-V/def2-TZVPD).

Each line ends with the Löwdin charge.
Cartesian coordinates (Å):
C1 0.938 -0.769 0.898  -0.004
C2 -0.852 -0.463 -0.912  -0.219
C3 -0.169 0.088 0.346  -0.340
N1 -1.058 0.498 1.277  0.011
O1 -1.345 1.635 1.568  0.087
O2 0.092 -0.857 -1.839  -0.038
O3 0.824 1.595 -0.359  -0.146
H1 0.524 -1.506 1.585  0.096
H2 1.651 -0.138 1.427  0.096
H3 1.441 -1.270 0.073  0.090
H4 -1.527 0.308 -1.310  0.135
H5 -1.438 -1.345 -0.626  0.142
H6 0.681 -0.100 -1.975  0.097
H7 0.239 2.323 -0.152  -0.008

calculated total energy	-398.83060	a.u.
frontier orbital gap (alpha / beta)	8.938 / 8.938	eV
energy above the lowest of the compared OMol25 structures with the same formula, charge and spin	5.634	eV
HOMO level (alpha / beta)	-9.869 / -9.869	eV

# 2
Entry from OMol25: a structure of composition C5H12N2O (ωB97M-V/def2-TZVPD).

Each line ends with the Löwdin charge.
Cartesian coordinates (Å):
C1 0.726 -0.748 -0.782  -0.219
C2 -1.287 0.573 -0.707  -0.160
C3 1.784 0.036 -0.082  -0.093
C4 0.283 -2.013 -0.294  -0.127
O1 -0.749 1.768 -1.213  -0.093
H1 0.019 1.573 -1.761  0.075
H2 0.585 -0.519 -1.833  0.100
H3 -1.472 -0.207 -1.440  0.083
H4 -2.252 0.841 -0.282  0.093
H5 2.767 -0.188 -0.518  0.089
H6 1.020 -2.554 0.305  0.098
H7 -0.494 -1.742 0.574  0.046
H8 1.821 -0.210 0.979  0.085
H9 1.633 1.114 -0.183  0.071
H10 -0.204 -2.655 -1.025  0.084
N1 -0.925 1.563 1.657  0.096
C5 -0.958 0.254 1.269  -0.493
N2 -1.043 -0.847 1.740  0.091
H11 -0.590 2.233 0.980  0.075
H12 -0.663 1.728 2.616  0.099

calculated total energy	-382.28016	a.u.
frontier orbital gap (alpha / beta)	7.818 / 7.821	eV
energy above the lowest of the compared OMol25 structures with the same formula, charge and spin	6.051	eV
HOMO level (alpha / beta)	-7.660 / -7.661	eV

# 3
Entry from OMol25: a structure of composition C28H51GeN3NiOSi4 (ωB97M-V/def2-TZVPD).

Each line ends with the Löwdin charge.
Cartesian coordinates (Å):
Ni1 0.112 -0.782 -0.282  0.097
N1 1.657 -0.851 -1.154  -0.030
C1 2.731 -0.928 -1.939  -0.418
C2 4.004 -1.228 -1.385  -0.044
C3 5.123 -1.324 -2.186  -0.108
C4 5.033 -1.110 -3.561  -0.123
C5 3.795 -0.815 -4.129  -0.118
C6 2.663 -0.737 -3.343  -0.044
H1 4.057 -1.402 -0.317  0.096
H2 6.081 -1.568 -1.741  0.094
H3 5.918 -1.179 -4.182  0.084
H4 3.718 -0.650 -5.198  0.090
H5 1.698 -0.512 -3.777  0.091
C7 -1.817 4.079 2.178  -0.231
Si1 -1.300 2.264 2.094  0.260
C8 -0.564 1.840 3.779  -0.239
C9 -2.908 1.272 1.966  -0.242
Ge1 0.167 1.637 0.351  0.557
Si2 -0.638 2.936 -1.455  0.263
C10 -0.313 4.794 -1.364  -0.229
C11 -2.511 2.748 -1.681  -0.235
C12 0.121 2.323 -3.063  -0.235
Si3 2.232 2.635 0.880  0.260
C13 3.284 2.841 -0.666  -0.219
C14 3.170 1.505 2.055  -0.230
C15 2.111 4.331 1.701  -0.229
H6 -2.444 4.258 3.057  0.020
H7 -2.385 4.373 1.292  0.009
H8 -0.945 4.733 2.241  0.010
H9 -1.309 1.941 4.574  0.018
H10 0.274 2.502 4.014  0.010
H11 -0.185 0.817 3.789  0.021
H12 -3.565 1.475 2.818  0.024
H13 -2.694 0.202 1.940  0.014
H14 -3.450 1.524 1.049  -0.006
H15 -0.758 5.233 -0.469  0.008
H16 -0.737 5.297 -2.239  0.020
H17 0.757 5.007 -1.340  0.009
H18 -3.066 2.992 -0.773  0.000
H19 -2.740 1.718 -1.961  0.001
H20 -2.860 3.406 -2.483  0.022
H21 1.196 2.510 -3.093  0.016
H22 -0.341 2.812 -3.928  0.022
H23 -0.019 1.245 -3.149  0.007
H24 3.465 1.877 -1.143  0.015
H25 4.250 3.288 -0.415  0.024
H26 2.793 3.484 -1.400  0.007
H27 3.223 0.497 1.639  0.010
H28 2.662 1.441 3.020  0.013
H29 4.189 1.866 2.224  0.022
H30 1.585 5.046 1.067  0.008
H31 3.112 4.726 1.903  0.021
H32 1.575 4.273 2.652  0.007
N2 -1.873 -0.789 -0.801  0.145
C16 -3.004 -0.964 -0.643  -0.231
N3 -4.274 -1.201 -0.378  -0.083
C17 -5.307 -0.235 -0.745  -0.113
C18 -6.428 -0.348 0.271  -0.185
O1 -6.906 -1.683 0.354  -0.132
C19 -5.880 -2.557 0.798  -0.187
C20 -4.725 -2.579 -0.185  -0.106
H33 -5.681 -0.452 -1.753  0.133
H34 -4.868 0.763 -0.736  0.116
H35 -7.274 0.273 -0.022  0.127
H36 -6.064 -0.022 1.253  0.126
H37 -6.325 -3.547 0.890  0.127
H38 -5.520 -2.233 1.783  0.131
H39 -5.047 -3.007 -1.142  0.133
H40 -3.891 -3.167 0.200  0.124
C21 -0.481 -4.236 -1.057  -0.257
Si4 0.177 -3.083 0.306  0.521
C22 -0.721 -3.708 1.869  -0.253
C23 1.984 -3.600 0.573  -0.308
C24 2.722 -4.332 -0.359  -0.112
C25 4.076 -4.594 -0.181  -0.113
C26 4.730 -4.139 0.952  -0.125
C27 4.021 -3.411 1.900  -0.114
C28 2.675 -3.145 1.703  -0.126
H41 -0.293 -5.291 -0.833  0.018
H42 -0.047 -4.008 -2.031  0.013
H43 -1.563 -4.103 -1.155  -0.006
H44 -0.600 -4.791 1.978  0.017
H45 -1.792 -3.487 1.827  -0.010
H46 -0.339 -3.233 2.775  0.005
H47 2.237 -4.690 -1.261  0.089
H48 4.622 -5.146 -0.937  0.094
H49 5.786 -4.338 1.092  0.089
H50 4.522 -3.037 2.786  0.093
H51 2.150 -2.539 2.436  0.093

calculated total energy	-6080.29851	a.u.
total charge	-1
frontier orbital gap (alpha / beta)	5.641 / 6.123	eV
2S+1	4
HOMO level (alpha / beta)	-3.267 / -3.761	eV

# 4
Entry from OMol25: a cluster of 7 separate species, C21H42O21 in total (ωB97M-V/def2-TZVPD).

Each line ends with the Löwdin charge.
Cartesian coordinates (Å):
C1 -8.905 -0.450 -3.551  -0.042
O1 -7.676 -0.477 -2.846  0.011
C2 -6.598 -0.152 -3.534  -0.647
O2 -6.591 0.303 -4.646  0.129
O3 -5.519 -0.421 -2.814  0.009
C3 -4.269 -0.151 -3.431  -0.037
H1 -9.586 -1.200 -3.159  0.094
H2 -8.745 -0.745 -4.592  0.096
H3 -9.334 0.548 -3.604  0.099
H4 -4.084 -0.533 -4.434  0.101
H5 -3.543 -0.588 -2.751  0.083
H6 -4.083 0.922 -3.514  0.099
C4 1.737 -3.093 -3.892  -0.051
O4 2.841 -2.806 -3.064  0.019
C5 2.846 -3.369 -1.864  -0.634
O5 1.996 -4.081 -1.405  0.123
O6 3.947 -2.988 -1.243  0.003
C6 4.114 -3.436 0.110  -0.017
H7 1.210 -4.003 -3.583  0.093
H8 1.934 -3.105 -4.955  0.093
H9 0.925 -2.387 -3.662  0.091
H10 4.159 -4.526 0.085  0.100
H11 3.295 -3.116 0.749  0.094
H12 5.068 -3.014 0.404  0.081
C7 -5.927 2.328 -0.720  -0.009
O7 -4.530 2.286 -1.022  0.007
C8 -3.675 2.748 -0.154  -0.622
O8 -3.893 3.188 0.946  0.130
O9 -2.439 2.702 -0.693  -0.025
C9 -1.379 3.185 0.124  -0.044
H13 -6.270 1.562 -0.026  0.099
H14 -6.387 2.095 -1.676  0.088
H15 -6.207 3.311 -0.351  0.101
H16 -1.350 2.645 1.072  0.104
H17 -1.382 4.252 0.343  0.100
H18 -0.494 2.944 -0.466  0.079
C10 3.224 -0.714 5.324  -0.039
O10 4.570 -0.556 4.926  0.021
C11 4.995 -1.199 3.860  -0.634
O11 4.372 -2.023 3.231  0.107
O12 6.253 -0.867 3.633  0.011
C12 6.874 -1.448 2.485  -0.031
H19 2.955 0.130 5.953  0.094
H20 3.084 -1.580 5.979  0.098
H21 2.556 -0.860 4.478  0.096
H22 6.710 -2.522 2.480  0.094
H23 7.909 -1.126 2.539  0.096
H24 6.468 -1.025 1.564  0.091
C13 -0.884 -4.226 1.159  -0.035
O13 -1.631 -3.206 1.795  0.008
C14 -2.683 -2.720 1.154  -0.642
O14 -2.984 -3.000 0.018  0.108
O15 -3.305 -1.869 1.951  0.000
C15 -4.595 -1.369 1.522  -0.003
H25 -0.574 -3.920 0.159  0.089
H26 -1.453 -5.153 1.081  0.099
H27 0.005 -4.418 1.753  0.095
H28 -4.483 -0.593 0.771  0.085
H29 -4.989 -1.001 2.465  0.096
H30 -5.180 -2.217 1.174  0.099
C16 -1.105 -0.307 -1.195  -0.023
O16 -0.087 -0.555 -0.213  0.014
C17 1.039 0.134 -0.404  -0.621
O17 1.269 0.914 -1.293  0.116
O18 1.887 -0.219 0.551  0.013
C18 3.152 0.444 0.538  -0.021
H31 -2.032 -0.726 -0.813  0.076
H32 -0.785 -0.895 -2.058  0.098
H33 -1.264 0.727 -1.486  0.081
H34 3.109 1.501 0.792  0.065
H35 3.602 0.429 -0.457  0.100
H36 3.744 -0.138 1.238  0.083
C19 2.857 3.930 -0.891  -0.041
O19 3.765 4.861 -0.318  0.012
C20 4.239 4.545 0.886  -0.616
O20 4.114 3.493 1.443  0.128
O21 4.771 5.659 1.384  0.005
C21 5.282 5.584 2.711  -0.037
H37 2.055 3.651 -0.209  0.088
H38 3.386 3.041 -1.231  0.094
H39 2.390 4.386 -1.760  0.099
H40 4.520 5.147 3.361  0.096
H41 5.528 6.582 3.054  0.093
H42 6.143 4.915 2.735  0.098

SMILES	COC(=O)OC.COC(=O)OC.COC(=O)OC.COC(=O)OC.COC(=O)OC.COC(=O)OC.COC(=O)OC
calculated total energy	-2405.43807	a.u.
frontier orbital gap	11.232	eV
energy above the lowest of the compared OMol25 structures with the same formula, charge and spin	0.534	eV
HOMO level	-10.648	eV

# 5
Entry from OMol25: a cluster of 2 separate species, CH2ClNO in total (ωB97M-V/def2-TZVPD).

Each line ends with the Löwdin charge.
Cartesian coordinates (Å):
C1 0.297 -0.004 -0.223  -0.184
N1 -0.808 -0.095 0.658  -0.488
O1 -0.329 -1.239 0.033  -0.090
Cl1 -2.233 0.627 -0.024  0.586
H1 0.385 0.330 -1.234  0.081
H2 2.688 0.380 0.790  0.096

calculated total energy	-629.18254	a.u.
frontier orbital gap (alpha / beta)	9.735 / 9.541	eV
energy above the lowest of the compared OMol25 structures with the same formula, charge and spin	8.658	eV
HOMO level (alpha / beta)	-10.506 / -9.892	eV